{
  "formula": "C27H51N2O16",
  "method": "ωB97M-V with the def2-TZVPD basis set",
  "e_above_lowest_kcal_mol": 181.5,
  "total_charge": 1,
  "homo_energy_ev": -9.9,
  "homo_lumo_gap_ev": 5.650,
  "species": ["H", "H", "O", "H", "C", "O", "H", "H", "H", "H", "C", "H", "H", "C", "C", "O", "H", "H", "H", "H", "H", "H", "O", "O", "O", "H", "H", "H", "H", "C", "C", "C", "C", "H", "O", "C", "O", "H", "H", "H", "H", "C", "C", "H", "H", "C", "H", "H", "O", "C", "O", "O", "H", "C", "H", "H", "H", "H", "C", "H", "C", "H", "H", "C", "C", "C", "H", "H", "H", "H", "C", "H", "C", "H", "N", "O", "H", "O", "C", "N", "C", "C", "H", "H", "O", "H", "O", "H", "H", "H", "O", "C", "C", "H", "C", "H"],
  "xyz": [[2.05797, 6.05905, -1.85477], [-5.60347, 1.70570, 0.31874], [0.09489, -7.91115, -0.57646], [1.33708, 4.54887, -2.18907], [5.83790, -2.76159, -2.64621], [0.73767, -0.32218, 7.05790], [4.34337, -2.29402, 6.14151], [1.81493, 9.12243, 0.10767], [0.75557, -9.91960, 1.76176], [-1.95501, 10.53329, -0.88335], [1.91557, -0.54989, 6.91777], [0.45752, 8.86712, 2.66604], [-4.23121, 1.07877, 1.38679], [-6.56959, -6.71354, 0.30294], [1.80691, 5.10993, -1.38125], [-0.30093, -6.01111, 0.63746], [-1.56283, 11.83682, 0.04172], [0.86184, 11.46440, 1.35160], [-4.82517, 1.97505, -1.64434], [-8.48143, -4.65475, -0.09205], [5.12421, -3.30426, -3.24834], [-3.51233, -0.59028, -4.68791], [-6.08383, -5.74483, 1.02798], [2.54693, -1.25831, 5.82730], [-6.33096, -7.86699, 0.35415], [-7.44297, -4.34040, -1.52469], [5.75324, -0.86860, 0.14009], [-2.22774, -2.49046, -2.79738], [1.69994, -9.30345, -0.42109], [1.34459, 6.06155, 0.91287], [0.62342, -9.17139, -0.31262], [-2.41539, -2.25451, -3.84486], [1.17033, 9.39837, 2.03535], [1.17080, 5.70735, 1.92896], [-0.36383, 10.15370, 0.31818], [-0.79081, -3.46629, -5.13894], [0.94788, 5.26521, -0.24582], [-5.15648, 0.25049, -2.13874], [0.11086, -0.31940, 0.50603], [-3.50256, 1.65016, -3.63359], [0.22968, -3.54280, -5.51423], [-0.19956, -7.25177, 0.58963], [-7.48468, -4.76133, -0.52011], [-1.42566, -0.26769, 0.68051], [7.60930, -3.47851, -3.53817], [0.81620, 7.48445, 0.57504], [0.74803, 7.51026, -0.51252], [2.43235, 5.99231, 0.90304], [-0.16533, -8.12158, 1.64147], [-3.20905, 1.19436, -2.68796], [-4.01200, 0.46878, -0.54743], [-0.59545, -0.34959, 1.15551], [-0.86315, -10.06684, 1.13866], [7.54086, -1.62371, -0.70991], [-1.47520, -3.51211, -5.98606], [-5.48065, -4.02136, -0.05117], [-0.07309, 7.55333, 1.20156], [3.50363, -2.34454, -2.05010], [7.22436, -2.98659, -2.65713], [0.18758, -9.95999, -0.92602], [3.96826, -1.27083, 6.11959], [-0.89428, -4.43806, -4.65618], [-5.55500, 0.13521, 0.92332], [0.02299, -9.43246, 1.11824], [-1.60379, 10.75080, 0.12533], [8.11097, -2.36126, -1.75740], [-0.43474, 10.78125, 2.21576], [-2.36505, 10.56062, 0.88191], [4.23602, -1.69557, 8.15404], [2.63948, 4.60599, -0.89035], [6.19470, -1.41360, -0.68119], [4.71130, -0.86370, 5.43385], [-3.10751, -0.92041, -3.73123], [-1.54408, 0.14382, -3.40970], [1.70365, 8.62547, 0.97988], [-1.05863, -2.33787, -4.37196], [-2.64834, 2.08025, -2.38980], [9.43860, -2.58714, -1.90201], [-4.89200, 0.90919, 0.53667], [-2.36916, -0.01731, -2.84990], [4.06445, -0.78386, 7.58180], [5.39227, -2.04378, -1.58655], [-4.07602, -0.94862, -3.23193], [9.77820, -3.43375, -2.20120], [-7.31215, -6.11267, -0.68446], [-3.07155, -3.03523, -4.22959], [4.04939, -1.72771, -1.55689], [4.94342, -0.16827, 7.77296], [8.22109, -1.12007, -0.03906], [1.91226, 9.65093, 2.79289], [2.88103, -0.16967, 7.86577], [-4.41750, 0.97601, -1.79871], [0.34170, 10.51770, 1.49758], [-0.63620, -1.16590, 1.65907], [-6.34466, -4.47032, 0.43877], [-6.74419, -3.80543, 1.20453]],
  "lowdin_charge": [0.080, 0.090, 0.048, 0.082, -0.018, 0.150, 0.117, 0.104, 0.127, 0.090, -0.416, 0.114, 0.078, -0.585, -0.096, 0.085, 0.083, 0.124, 0.121, 0.135, 0.118, 0.127, 0.090, 0.023, 0.188, 0.137, 0.120, 0.113, 0.130, -0.171, -0.128, -0.184, -0.240, 0.113, -0.194, -0.145, -0.261, 0.121, 0.195, 0.119, 0.088, -0.475, -0.157, 0.174, 0.112, -0.159, 0.116, 0.101, 0.058, -0.203, -0.211, 0.403, 0.131, -0.007, 0.088, 0.129, 0.108, 0.091, -0.005, 0.127, -0.129, 0.083, 0.076, -0.103, -0.128, -0.313, 0.114, 0.090, 0.127, 0.085, -0.031, 0.122, -0.236, 0.105, -0.054, -0.186, 0.118, 0.044, -0.073, -0.044, -0.185, -0.357, 0.100, 0.114, 0.036, 0.125, 0.013, 0.135, 0.120, 0.118, 0.056, -0.238, -0.217, 0.196, -0.101, 0.128]
}

{
  "formula": "C27H51NO40PS9",
  "method": "ωB97M-V with the def2-TZVPD basis set",
  "total_charge": 1,
  "homo_energy_ev": -11.9,
  "homo_lumo_gap_ev": 7.723,
  "species": ["O", "H", "O", "O", "H", "O", "O", "C", "H", "S", "O", "C", "H", "C", "C", "H", "C", "H", "O", "S", "P", "O", "O", "H", "C", "C", "H", "S", "O", "H", "C", "H", "O", "H", "C", "O", "C", "O", "C", "O", "O", "H", "H", "H", "H", "H", "H", "O", "O", "H", "H", "C", "C", "O", "C", "O", "H", "O", "O", "H", "O", "H", "C", "O", "C", "H", "H", "C", "S", "O", "H", "O", "H", "O", "H", "O", "O", "H", "H", "H", "C", "O", "S", "S", "C", "H", "O", "C", "H", "O", "C", "H", "H", "C", "O", "C", "H", "C", "H", "O", "S", "H", "N", "H", "C", "H", "O", "H", "H", "C", "H", "H", "S", "H", "O", "O", "S", "H", "H", "H", "H", "H", "O", "H", "C", "O", "O", "H", "O"],
  "xyz": [[-3.59375, 7.74990, 7.65320], [-5.06659, 3.52279, -4.69014], [0.52846, 3.62191, 5.28553], [-4.91661, 0.74256, -2.98215], [-3.64988, -7.95772, 1.01097], [6.88988, 1.27900, -0.67579], [9.90587, 3.51410, -1.85295], [-2.47040, 7.99719, 6.79483], [0.48962, 1.90117, 4.15711], [11.20321, 4.20092, -1.20564], [10.84324, 4.69033, 0.07606], [10.18091, 2.14374, -2.18974], [2.96019, -4.28411, 4.80615], [-3.16291, -1.91005, -1.12570], [-3.36298, 7.62815, -6.06404], [-2.66352, 8.21977, -6.65604], [0.57034, 3.71387, 2.96171], [1.25011, 4.55465, 2.80535], [-1.34701, 5.15653, -7.01393], [2.85571, -1.36242, 4.33438], [1.32212, 1.59286, -2.85398], [-3.56712, -6.17267, -1.07733], [2.02541, 2.80266, -2.39508], [-4.08246, -7.93499, -2.02431], [-5.10475, 2.90949, -3.80323], [2.06780, -3.66355, 4.89441], [-0.98966, 9.59104, 6.90689], [-2.02047, -6.26861, -0.70858], [2.97224, -1.74927, 5.86852], [-3.90161, -2.58047, -0.68700], [11.22758, 1.71288, -1.18601], [-3.41873, -9.30819, -0.12352], [-6.73189, 1.27047, -1.42445], [-2.91896, -1.12386, -0.41327], [1.39182, -1.74635, -0.52735], [-5.03349, 9.74982, 7.77538], [-1.93943, -2.73709, -1.48258], [-2.00355, -7.78109, -0.22795], [-3.35825, -8.23438, -0.00404], [-5.73474, -10.32070, 0.65381], [6.28097, -1.09267, -0.77885], [-4.73701, -14.37604, 1.03159], [-1.36301, -2.93057, -0.57324], [10.78398, 1.48823, -0.21365], [1.17967, -4.28106, 4.79800], [-3.55598, -1.46452, -2.03810], [1.56359, -1.91244, 1.59226], [-3.66932, 5.79406, -7.46322], [-1.92842, 3.83667, 5.41625], [2.06096, 2.73086, 4.21560], [-1.06214, 8.54869, 8.34794], [1.13840, -1.62050, -2.92664], [1.50557, -1.24039, 0.74884], [-2.61788, 9.88541, 8.15170], [-0.01118, -2.62885, -2.85976], [-1.77517, -5.40653, 0.39768], [0.48796, 3.13651, 2.04368], [12.07144, 2.86588, -1.04587], [-3.17139, 4.17978, -5.66874], [-4.74369, 7.54436, -7.75167], [-1.12492, -1.93576, -2.36288], [-2.21040, -3.65168, -2.00925], [-4.17059, -7.48403, -1.03488], [-0.71509, 4.22538, 3.32267], [1.37899, 0.37885, -1.48579], [-3.27611, 1.72753, -3.77597], [-6.67578, -12.65043, 2.67494], [6.16395, 2.34127, -1.31936], [-4.85696, -11.43376, 0.75181], [-1.24438, -6.15626, -1.89494], [5.75370, 3.01075, -0.56912], [-3.53238, -11.37351, 0.24329], [4.26994, 1.29661, -1.47879], [-0.21212, 1.88040, -3.13295], [4.70868, 2.21484, -2.93637], [1.96011, -0.26308, 4.18434], [-4.05247, 8.77713, 9.82814], [-4.75393, 3.48209, -2.94133], [10.56652, 2.10755, -3.21063], [0.23985, -3.51837, -2.27537], [-4.33989, 1.61537, -3.96445], [2.00380, 0.96357, -4.13761], [-2.61323, 5.27349, -6.39200], [-0.77304, 4.47393, 4.90723], [-1.64700, 9.01638, 7.55350], [1.65039, 0.61270, 1.87632], [-5.58641, -12.71512, 0.15129], [1.49679, 0.93567, -0.22891], [1.36446, -2.81865, -0.64995], [11.82899, 5.02986, -2.16826], [0.98532, 2.87318, 4.15291], [1.53839, 2.01248, -0.14196], [-5.33246, -13.64512, 3.28748], [2.07952, -2.84110, 6.16697], [5.75792, 0.45104, -2.62305], [-5.63723, -13.76785, 1.13076], [-3.81866, 8.25358, -5.30201], [-5.67887, -13.03729, 2.45728], [-6.51568, -14.38309, 0.96008], [4.15439, -1.32859, 3.77242], [-6.47854, 1.07914, -2.80557], [2.05696, -2.14296, -3.19387], [1.31242, -0.96312, -1.60740], [-1.93164, 7.07462, 6.61145], [-4.38410, 6.92575, -6.93528], [11.81385, 0.86382, -1.52417], [-6.45820, 2.49562, -3.54818], [2.45201, -3.39323, 7.02400], [2.13870, 1.67962, -4.78104], [1.54991, 0.14051, 0.90897], [6.84764, 2.89472, -1.96553], [-4.49132, 1.18047, -4.95431], [-3.97585, 9.08647, 8.44771], [-2.83813, 8.40237, 5.84948], [-2.63648, 6.55352, -5.43849], [-7.23591, 0.17364, -3.58976], [6.84298, -0.05167, -1.56047], [-5.23081, 6.56013, -6.35129], [-5.21837, -7.39958, -0.76381], [-0.39434, 2.79222, -2.85779], [0.87496, -0.89438, -3.68521], [1.09468, -2.42978, 6.39400], [-0.50064, 5.84109, 5.17486], [-0.18462, -2.97518, -3.88537], [5.09624, 1.62072, -2.11522], [8.08391, -0.20816, -2.22951], [-4.78827, -11.92278, 2.26683], [9.27237, 1.55868, -2.12207], [2.09338, -2.67938, 3.83816]],
  "lowdin_charge": [-0.187, 0.101, -0.176, -0.207, 0.143, -0.185, -0.201, -0.161, 0.120, 0.599, -0.220, -0.159, 0.139, -0.039, -0.146, 0.137, -0.165, 0.138, -0.207, 0.585, 0.462, -0.192, -0.255, 0.140, -0.170, -0.137, 0.135, 0.571, -0.171, 0.087, -0.150, 0.084, -0.215, 0.080, 0.019, -0.218, -0.245, -0.174, -0.151, -0.215, -0.213, 0.137, 0.106, 0.136, 0.140, 0.072, 0.111, -0.178, -0.199, 0.137, 0.135, -0.056, 0.044, -0.189, -0.200, -0.237, 0.116, -0.184, -0.237, 0.140, -0.144, 0.107, -0.135, -0.181, -0.153, 0.121, 0.137, -0.135, 0.597, -0.233, 0.141, -0.222, 0.111, -0.081, 0.129, -0.242, -0.216, 0.138, 0.141, 0.118, -0.164, -0.091, 0.599, 0.610, -0.159, 0.104, -0.178, -0.010, 0.154, -0.212, -0.171, 0.115, 0.139, -0.138, -0.185, -0.145, 0.139, -0.147, 0.139, -0.198, 0.599, 0.153, 0.007, 0.103, -0.146, 0.139, -0.182, 0.142, 0.121, 0.030, 0.135, 0.139, 0.599, 0.137, -0.187, -0.213, 0.602, 0.135, 0.140, 0.107, 0.108, 0.138, -0.223, 0.145, -0.168, -0.220, -0.181, 0.083, -0.214]
}